a.
DFT (ωB97M-V/def2-TZVPD) results for 2 unconnected molecules or ions with the total composition C2H7S2.

Properties
HOMO level	-2.5004	eV
orbital gap	5.7	eV
net charge	-1
lowest unoccupied orbital energy	3.19	eV
spin multiplicity	1

```
11
Properties=species:S:1:pos:R:3:mulliken_charge:R:1
S 0.131 2.733 -3.042 -0.9051
H 1.194 1.869 -2.866 -0.0790
C 0.606 -0.420 0.132 -0.9579
C -0.302 -1.112 1.149 -0.3804
S -1.646 0.120 1.702 -0.2876
H -0.075 -0.091 -0.664 0.2852
H 1.149 0.456 0.480 0.2958
H 1.296 -1.128 -0.336 0.2864
H 0.231 -1.266 2.091 0.2735
H -0.954 -1.927 0.885 0.3095
H -1.629 0.766 0.468 0.1594
```


b.
DFT (ωB97M-V/def2-TZVPD) results for a molecular structure, C2H7S2.

Properties
HOMO level	-3.1576	eV
orbital gap	7.1	eV
net charge	-1
lowest unoccupied orbital energy	3.91	eV
spin multiplicity	1

```
11
Properties=species:S:1:pos:R:3:mulliken_charge:R:1
S 0.424 -0.185 3.234 -0.6473
H -0.776 -0.284 3.779 0.0283
C -0.302 -0.132 -1.853 -0.9098
C 0.283 -0.129 -0.432 -0.4533
S 0.105 1.506 0.423 -0.4980
H -0.653 0.866 -2.123 0.2814
H -1.168 -0.782 -1.955 0.2402
H 0.459 -0.374 -2.595 0.2487
H -0.191 -0.878 0.196 0.3182
H 1.352 -0.323 -0.480 0.2655
H 0.467 0.714 1.806 0.1261
```


c.
DFT (ωB97M-V/def2-TZVPD) results for 2 unconnected molecules or ions with the total composition C2H7S2.

Properties
HOMO level	-2.0649	eV
orbital gap	5.1	eV
net charge	-1
lowest unoccupied orbital energy	3.02	eV
spin multiplicity	1

```
11
Properties=species:S:1:pos:R:3:mulliken_charge:R:1
C -1.213 1.566 0.947 -0.5980
S -2.874 1.032 0.357 -0.2763
H -0.817 2.312 0.261 0.2429
H -0.650 0.628 0.969 0.2093
H -1.285 1.953 1.955 0.2778
H -2.761 -0.231 -0.163 0.1389
C 2.483 -0.110 -0.533 -0.7532
S 2.267 -1.911 -0.579 -0.7670
H 3.436 0.301 -0.995 0.2303
H 2.463 0.405 0.430 0.1834
H 1.648 0.197 -1.152 0.1119
```


Energies relative to the minimum, eV: a 0.189; b 0.000; c 0.675


a.
DFT (ωB97M-V/def2-TZVPD) results for a single C6H10O4 molecule.

Properties
HOMO level	-9.7273	eV
orbital gap	10.3	eV
lowest unoccupied orbital energy	0.56	eV
spin multiplicity	1

```
20
Properties=species:S:1:pos:R:3:mulliken_charge:R:1
C 1.135 -1.631 0.866 -1.2026
C -0.048 -1.489 -0.027 0.7050
O -0.609 -2.438 -0.571 -0.6594
C -0.896 -0.171 0.047 1.3448
C -0.823 0.577 1.366 -1.7139
O -2.208 -0.531 -0.241 -0.6908
C -0.256 0.474 -1.260 -1.0066
C 0.842 1.495 -0.858 0.6311
O 1.786 1.296 -0.138 -0.5680
O 0.754 2.589 -1.622 -0.4589
H 0.809 -1.636 1.904 0.2928
H 1.641 -2.570 0.656 0.3790
H 1.803 -0.783 0.733 0.2944
H -1.444 1.465 1.284 0.3803
H -1.206 -0.059 2.160 0.3533
H 0.191 0.849 1.635 0.4412
H -2.137 -1.487 -0.617 0.4022
H -1.050 1.058 -1.731 0.3210
H 0.166 -0.145 -2.055 0.3905
H 1.549 3.138 -1.530 0.3645
```


b.
DFT (ωB97M-V/def2-TZVPD) results for a single C6H10O4 molecule.

Properties
HOMO level	-9.3789	eV
orbital gap	10.0	eV
lowest unoccupied orbital energy	0.58	eV
spin multiplicity	1

```
20
Properties=species:S:1:pos:R:3:mulliken_charge:R:1
C -1.119 -2.189 0.668 -0.6915
O -1.439 -1.070 -0.119 -0.4361
C -0.441 0.142 -0.138 1.6079
C -0.092 0.586 1.279 -1.7823
C -1.204 1.182 -0.953 -1.5584
C 0.677 -0.408 -0.917 0.2010
O 0.910 -1.355 -1.579 -0.4731
C 1.834 0.874 -0.790 0.5271
O 1.824 1.935 -1.348 -0.5444
O 2.867 0.417 -0.074 -0.4352
H -0.160 -2.641 0.387 0.2633
H -1.097 -1.953 1.740 0.2621
H -1.910 -2.923 0.501 0.2799
H 0.316 1.593 1.260 0.4241
H -1.009 0.577 1.866 0.4898
H 0.626 -0.082 1.751 0.3816
H -2.097 1.451 -0.394 0.3851
H -0.591 2.063 -1.127 0.3661
H -1.508 0.755 -1.905 0.3866
H 3.612 1.045 -0.108 0.3464
```


Energies relative to the minimum, eV: a 0.000; b 1.215


a.
DFT (ωB97M-V/def2-TZVPD) results for a single C20H30N2O2 molecule.

Properties
HOMO level	-8.1556	eV
orbital gap	8.8	eV
lowest unoccupied orbital energy	0.68	eV
spin multiplicity	1

```
54
Properties=species:S:1:pos:R:3:mulliken_charge:R:1
C -0.967 -2.087 5.584 -1.5125
C -1.449 -2.109 4.128 0.1301
C -2.984 -2.096 4.092 -1.4073
N -0.788 -1.037 3.400 0.3203
C -1.388 0.276 3.483 -0.5557
C -0.373 1.339 3.065 -1.1673
N 0.114 1.039 1.736 0.5246
C 0.965 2.076 1.179 -1.1569
C 1.184 1.817 -0.287 0.5315
C 0.083 1.617 -1.114 -0.0833
C 0.246 1.340 -2.455 -1.0032
C 1.529 1.265 -3.001 1.0625
C 1.702 0.983 -4.378 -0.2896
C 1.876 0.716 -5.538 -0.3052
C 2.013 0.477 -6.960 -0.3870
C 1.526 1.700 -7.756 -0.5018
O 0.158 1.956 -7.565 -0.5020
C 2.634 1.473 -2.178 -0.9480
C 2.457 1.741 -0.834 -0.4072
C 0.772 -0.252 1.759 -1.4674
C -0.259 -1.337 2.084 -0.3087
C -1.308 -1.430 0.957 -0.0131
C -0.767 -2.099 -0.307 -0.6353
O -1.750 -2.208 -1.312 -0.5479
H -1.314 -1.191 6.091 0.2881
H 0.119 -2.100 5.612 0.3595
H -1.345 -2.954 6.120 0.4808
H -1.108 -3.047 3.676 0.3540
H -3.361 -2.994 4.577 0.4599
H -3.378 -1.232 4.621 0.2980
H -3.359 -2.077 3.073 0.3500
H -2.283 0.374 2.847 0.2900
H -1.682 0.461 4.518 0.5216
H 0.452 1.362 3.800 0.3401
H -0.857 2.320 3.056 0.4434
H 1.935 2.146 1.703 0.3104
H 0.446 3.033 1.302 0.4058
H -0.906 1.676 -0.685 0.3729
H -0.612 1.179 -3.092 0.4637
H 1.414 -0.395 -7.238 0.2416
H 3.059 0.279 -7.204 0.2925
H 2.126 2.579 -7.476 0.2876
H 1.648 1.519 -8.827 0.3317
H -0.001 2.038 -6.616 0.3124
H 3.627 1.416 -2.599 0.4388
H 3.321 1.892 -0.202 0.3677
H 1.570 -0.280 2.522 0.3290
H 1.223 -0.441 0.784 0.4813
H 0.263 -2.299 2.156 0.5752
H -1.644 -0.421 0.712 0.2982
H -2.164 -2.011 1.302 0.0314
H -0.458 -3.125 -0.092 0.3402
H 0.101 -1.548 -0.693 0.2382
H -2.056 -1.321 -1.532 0.3260
```


b.
DFT (ωB97M-V/def2-TZVPD) results for 2 unconnected molecules or ions with the total composition C20H30N2O2.

Properties
HOMO level	-8.5682	eV
orbital gap	9.1	eV
lowest unoccupied orbital energy	0.51	eV
spin multiplicity	1

```
54
Properties=species:S:1:pos:R:3:mulliken_charge:R:1
C -5.124 -2.422 0.029 -0.9492
C -5.482 -1.536 0.794 0.1144
C -4.814 -0.133 1.106 -0.7379
N -3.841 0.098 0.202 0.8358
C -2.599 -0.060 0.549 0.8780
O -2.435 -0.321 1.894 -0.7914
C -1.604 0.381 -0.101 0.0507
C -0.349 1.129 0.382 -1.9272
C 0.602 0.050 0.832 -0.6803
H 0.153 -0.789 1.472 0.3301
H 1.345 0.655 1.614 0.3482
C 1.235 -0.488 -0.416 1.9517
C 2.555 0.114 -0.783 -0.3564
O 2.463 1.295 -1.439 -0.8018
N 3.680 0.043 -0.134 0.2096
C 3.860 -1.072 1.025 -0.6343
C 4.287 -2.504 0.266 -0.6493
C 4.200 -2.594 -1.009 -0.6760
H 4.584 -3.390 -1.584 0.3963
H 3.952 -1.709 -1.666 0.1260
H 4.460 -3.147 0.804 0.8597
H 2.957 -1.089 1.722 0.3634
H 4.774 -0.645 1.589 0.3969
C 4.794 0.920 -0.149 -0.7132
C 5.291 1.847 0.618 -0.2864
C 6.602 1.699 1.340 -0.9003
H 6.808 2.096 2.194 0.3548
H 7.340 1.243 0.878 0.3694
H 4.436 2.242 1.423 0.1459
H 4.588 1.501 -1.062 0.4972
H 5.681 0.335 -0.722 0.2808
H 1.648 -1.622 -0.215 0.1421
C 0.394 -0.593 -1.477 -1.7748
C -1.101 -0.889 -1.044 -1.4678
H -1.198 -1.694 -0.356 0.5819
H -1.692 -0.734 -1.841 0.7064
H 0.499 0.291 -2.251 0.2096
H 0.616 -1.453 -1.881 0.7056
H -0.719 1.671 1.406 0.3757
H 0.075 1.961 -0.029 0.6242
H -1.795 1.182 -0.812 0.4485
C -4.448 0.698 -0.825 -0.8953
C -4.532 2.082 -1.106 -0.3994
C -4.169 2.822 -0.141 -0.7204
H -4.338 4.089 -0.353 0.1558
H -3.576 2.558 0.766 0.2815
H -4.735 2.377 -2.038 0.5337
H -3.492 0.137 -1.807 0.1490
H -5.257 0.272 -1.393 0.4112
H -4.667 -0.232 2.185 0.3924
H -5.692 0.629 1.094 0.4321
H -6.531 -1.661 1.288 0.2159
H -5.504 -3.286 -0.341 0.3953
H -4.187 -2.355 -0.495 0.0919
```


Energies relative to the minimum, eV: a 0.000; b 18.023